Record 1
A 2-piece molecular cluster, C3H10NS overall at a distorted geometry, computed with ωB97M-V/def2-TZVPD.

Last column: Mulliken charge in e.
Cartesian coordinates (Å):
1 S 1.440 -3.625 0.638  -0.763
2 N -0.352 2.531 0.452  -0.326
3 C 1.394 -5.342 0.388  -0.685
4 C -1.240 1.522 -0.086  -0.716
5 C -0.062 3.632 -0.544  -0.837
6 H 2.354 -5.991 0.546  0.164
7 H 0.393 4.503 -0.074  0.307
8 H -0.616 3.074 1.308  0.257
9 H 0.627 3.320 -1.383  0.258
10 H 0.962 -5.513 -0.624  0.145
11 H -1.015 4.022 -1.033  0.283
12 H -0.827 0.571 -0.260  0.299
13 H 0.573 -5.644 1.040  0.141
14 H -2.011 1.177 0.724  0.237
15 H -1.621 1.763 -1.092  0.236

Total charge: -1
Gap between HOMO and LUMO: 0.1754 Ha
Energy: -573.19420 a.u.
Max |F|: 2.879 eV/Å
M: 92.19 g/mol
E_HOMO: -1.71 eV

Record 2
A 2-piece molecular cluster, C3H10NS overall, computed with ωB97M-V/def2-TZVPD.

Last column: Mulliken charge in e.
Cartesian coordinates (Å):
1 S 2.164 1.670 0.926  -0.826
2 N 0.680 -1.366 0.110  -0.658
3 C -0.242 0.175 -1.502  -1.164
4 C -0.555 -0.707 -0.319  0.430
5 C -1.248 0.075 0.794  -1.093
6 H 0.146 -0.419 -2.321  0.324
7 H 0.513 -1.923 0.942  0.231
8 H -1.132 0.717 -1.824  0.343
9 H -1.226 -1.510 -0.630  0.195
10 H 3.262 2.215 1.473  -0.056
11 H -1.518 -0.575 1.634  0.329
12 H 1.376 -0.667 0.401  0.236
13 H -2.160 0.548 0.424  0.326
14 H 0.548 0.887 -1.262  0.202
15 H -0.607 0.879 1.154  0.181

Total charge: -1
Gap between HOMO and LUMO: 0.2541 Ha
Energy: -573.28212 a.u.
Max |F|: 0.611 eV/Å
M: 92.19 g/mol
E_HOMO: -2.80 eV

Record 3
A 2-piece molecular cluster, C3H10NS overall at a distorted geometry, computed with ωB97M-V/def2-TZVPD.

Last column: Mulliken charge in e.
Cartesian coordinates (Å):
1 S -2.088 2.700 -1.039  -0.777
2 N 1.279 -2.434 1.395  -0.305
3 C -1.963 4.492 -1.779  -0.786
4 C 0.445 -3.242 0.648  -0.903
5 C 1.298 -1.043 0.857  -0.766
6 H -1.644 5.150 -0.891  0.147
7 H -0.600 -2.806 0.601  0.335
8 H 0.677 -0.403 1.465  0.275
9 H 0.886 -0.943 -0.103  0.321
10 H 0.787 -3.641 -0.301  0.295
11 H 0.045 -4.110 1.304  0.290
12 H -2.745 4.908 -2.334  0.250
13 H 2.354 -0.466 0.902  0.231
14 H -0.960 4.591 -2.276  0.169
15 H 2.229 -2.752 1.552  0.225

Total charge: -1
Gap between HOMO and LUMO: 0.1947 Ha
Energy: -573.18940 a.u.
Max |F|: 5.141 eV/Å
M: 92.19 g/mol
E_HOMO: -2.02 eV

Record 4
A 2-piece molecular cluster, C3H10NS overall at a distorted geometry, computed with ωB97M-V/def2-TZVPD.

Last column: Löwdin spin population.
Cartesian coordinates (Å):
1 S -0.140 1.105 2.940  0.009
2 N 0.599 -1.772 -2.043  0.068
3 C -0.886 0.010 -2.464  0.325
4 C 0.584 0.071 -0.343  0.040
5 C -0.012 -0.470 -1.600  0.293
6 H -1.023 2.110 2.775  0.000
7 H -1.130 0.211 3.150  0.000
8 H 0.718 -2.374 -1.231  0.039
9 H -1.416 0.939 -2.317  0.047
10 H -0.979 -0.516 -3.404  0.064
11 H 0.481 -0.691 0.444  0.018
12 H 1.568 -1.623 -2.422  0.032
13 H 1.618 0.294 -0.454  0.022
14 H 0.063 -2.235 -2.755  0.040
15 H 0.032 0.936 -0.085  0.002

2S+1: 2
Gap between HOMO and LUMO (spin up / spin down): 0.1290 / 0.3187 Ha
Energy: -573.06457 a.u.
Max |F|: 4.229 eV/Å
M: 92.19 g/mol
E_HOMO (spin up / spin down): -2.97 / -8.27 eV

Record 5
A 2-piece molecular cluster, C3H10NS overall, computed with ωB97M-V/def2-TZVPD.

Last column: Mulliken charge in e.
Cartesian coordinates (Å):
1 S 2.186 -0.372 0.360  -0.259
2 N -0.987 -0.617 -0.240  -0.037
3 C 3.631 0.345 -0.463  -0.728
4 C -1.872 0.070 0.379  0.354
5 C -3.293 0.020 0.073  -1.026
6 H 3.536 1.428 -0.487  0.286
7 H -1.539 0.749 1.157  0.378
8 H -3.531 -0.677 -0.727  0.316
9 H 4.524 0.043 0.076  0.313
10 H 0.021 -0.537 -0.039  0.046
11 H -3.640 1.021 -0.196  0.317
12 H -1.257 -1.266 -0.976  0.279
13 H 2.431 0.088 1.582  0.159
14 H 3.649 -0.057 -1.470  0.279
15 H -3.859 -0.237 0.971  0.323

Total charge: +1
Gap between HOMO and LUMO: 0.3094 Ha
Energy: -572.98400 a.u.
Max |F|: 0.553 eV/Å
M: 92.19 g/mol
E_HOMO: -12.97 eV

Record 6
An isolated ion of composition C3H10NS and charge +1 at a distorted geometry, computed with ωB97M-V/def2-TZVPD.

Last column: Mulliken charge in e.
Cartesian coordinates (Å):
1 S 0.588 0.581 0.241  0.136
2 N -1.868 -0.082 -1.105  -0.438
3 C -1.432 0.592 0.024  -0.405
4 C 1.375 -0.814 -1.141  -0.785
5 C 0.927 -0.758 1.780  -0.818
6 H -1.736 0.225 0.998  0.347
7 H 1.890 0.027 -1.576  0.331
8 H 1.763 -1.309 1.375  0.345
9 H 1.374 0.033 2.366  0.336
10 H -1.445 1.671 -0.080  0.364
11 H 0.462 -1.109 -1.644  0.294
12 H -0.029 -1.236 1.905  0.377
13 H -2.391 -0.929 -0.927  0.233
14 H -2.420 0.499 -1.721  0.254
15 H 1.900 -1.574 -0.589  0.430

Total charge: +1
Gap between HOMO and LUMO: 0.3761 Ha
Energy: -572.90907 a.u.
Max |F|: 3.927 eV/Å
M: 92.19 g/mol
E_HOMO: -14.33 eV

Record 7
C3H10NS as an isolated structure at a distorted geometry, computed with ωB97M-V/def2-TZVPD.

Last column: Löwdin spin population.
Cartesian coordinates (Å):
1 S -0.781 0.345 0.805  0.020
2 N -0.270 -0.612 -1.879  0.731
3 C 0.702 -0.887 1.663  0.007
4 C 0.445 2.127 0.135  -0.002
5 C -1.051 -0.895 -0.743  0.122
6 H 0.906 1.626 -0.702  -0.001
7 H -0.524 -0.978 -2.802  0.013
8 H -0.774 -1.799 -0.176  0.051
9 H 0.387 -1.877 1.309  0.001
10 H -0.390 2.800 0.184  0.000
11 H 1.609 -0.633 1.141  0.002
12 H 0.190 0.282 -1.746  0.017
13 H -2.137 -0.908 -0.886  0.040
14 H 1.113 1.996 1.016  0.000
15 H 0.574 -0.589 2.680  0.000

Total charge: +2
2S+1: 2
Gap between HOMO and LUMO (spin up / spin down): 0.4110 / 0.2629 Ha
Energy: -572.37308 a.u.
Max |F|: 4.392 eV/Å
M: 92.19 g/mol
E_HOMO (spin up / spin down): -20.64 / -20.65 eV

Record 8
A 2-piece molecular cluster, C3H10NS2 overall at a distorted geometry, computed with ωB97M-V/def2-TZVPD.

Last column: Mulliken charge in e.
Cartesian coordinates (Å):
1 S -0.361 0.385 -2.507  -0.229
2 S 0.289 0.306 -0.486  -0.118
3 N -2.596 0.284 0.157  -0.004
4 C 2.467 -0.819 0.759  -1.119
5 C 1.780 -0.734 -0.586  -0.399
6 C -2.421 0.960 1.189  0.095
7 H -1.815 0.157 -0.532  0.050
8 H 3.255 -1.530 0.709  0.350
9 H -1.361 1.204 1.428  0.156
10 H 1.453 -1.729 -0.995  0.375
11 H 2.423 -0.294 -1.279  0.423
12 H -3.532 -0.161 0.038  0.290
13 H 1.728 -1.127 1.571  0.298
14 H -3.198 1.369 1.807  0.302
15 H -0.989 1.533 -2.256  0.217
16 H 2.878 0.195 0.983  0.314

Total charge: +1
Gap between HOMO and LUMO: 0.2695 Ha
Energy: -971.12932 a.u.
Max |F|: 3.026 eV/Å
M: 124.25 g/mol
E_HOMO: -12.42 eV